Below is C15H38F9MgO23S4 as an isolated structure at a distorted geometry, with properties calculated with the ωB97M-V functional and the def2-TZVPD basis.

Geometry as XYZ:
```
90
Properties=species:S:1:pos:R:3:forces:R:3:lowdin_charge:R:1
H -1.57038 -5.81710 -0.67103 -0.657 -0.434 0.499 0.02
C -0.25548 -4.37057 -1.46899 5.548 -1.182 -1.922 -0.62
F -0.44569 0.20696 -6.09872 -0.808 1.030 -1.351 0.11
H -4.93108 4.71764 2.85276 0.615 0.153 0.412 0.08
C -0.50509 0.14148 0.46626 1.130 0.008 -1.661 -0.58
C -0.04524 -0.92947 -5.59029 3.901 -0.965 1.779 -0.66
F 3.00366 -5.73062 1.81609 0.567 -0.749 0.294 0.12
H -5.05917 5.20170 1.23067 0.322 -0.657 -0.649 0.06
O -2.17037 5.02792 2.67007 3.195 0.776 1.606 -0.28
H -6.68231 0.54230 -0.45161 0.280 -0.325 -0.160 0.14
O -0.51644 -3.36635 1.92736 -0.389 -0.347 1.141 -0.05
H 2.22755 -0.33719 -1.44520 0.301 0.302 -0.127 -0.01
F 5.17391 -5.28694 1.59150 -0.504 -0.344 -0.584 0.13
C 5.80640 1.28863 -3.38405 -3.075 -0.975 3.895 -0.72
O 5.59014 0.00947 -0.76270 1.708 1.472 -0.482 -0.32
C -0.48808 -5.79824 -0.79900 -1.071 1.718 -0.357 -0.10
F 5.02172 1.92197 -4.22088 -0.443 0.525 -0.655 0.15
Mg 0.71993 -1.82879 2.60773 0.366 0.267 -3.679 0.76
H -3.99887 6.13471 2.13220 -0.330 0.075 0.703 0.07
H 1.24698 -1.36023 -0.91249 -0.026 -0.303 0.392 -0.01
S 3.42037 -3.18818 1.34239 1.470 1.658 -7.636 0.57
F 6.48356 0.40343 -4.00436 2.330 -1.029 -1.667 0.17
O 2.43468 -1.64980 -6.62883 -1.391 0.285 -0.271 -0.43
F -0.50163 -0.95335 -4.34129 -0.959 -0.441 0.243 0.09
H -0.92832 -3.15205 1.09030 0.121 0.357 -1.082 0.04
O -5.03276 -0.13885 0.56013 1.713 -2.071 2.905 0.08
H 0.09249 6.60152 1.44783 -0.195 -0.252 0.353 0.07
C -6.18410 1.70230 1.29911 0.224 0.923 0.385 -0.13
H -1.14394 -3.07696 -3.05997 0.651 0.245 0.525 0.05
C -1.35971 -0.58336 -0.55632 -1.118 1.994 -0.115 -0.06
C 3.98801 -4.85203 2.03204 -0.975 2.051 -2.179 -0.70
H -0.23803 -6.66204 -1.41498 0.527 0.252 -0.045 0.05
H -1.12978 0.55450 1.25827 -0.596 0.593 0.412 0.09
O 4.37920 -2.22042 1.79501 0.824 -0.644 0.966 -0.30
O 3.30919 -3.32972 -0.15834 0.443 -0.642 5.472 -0.26
H -0.61771 -3.61012 -0.77719 -0.319 0.626 1.340 0.07
S 1.95763 -1.05104 -5.36935 4.286 -2.068 2.968 0.52
H -1.16651 -0.34524 3.71844 -0.152 1.386 -0.054 0.02
H 3.82049 2.33898 -0.63714 0.050 -1.634 -1.562 -0.05
O 3.99901 2.99548 0.03619 0.235 1.955 1.493 -0.08
H -7.14875 1.48415 1.75732 -0.074 -0.254 -0.109 0.12
H -0.00345 -5.76037 0.17660 0.231 -0.330 -0.156 0.04
H 3.44838 1.66213 1.09391 0.290 0.322 -0.172 -0.03
H -2.66133 4.41679 0.73488 0.126 0.398 -0.052 0.13
H 1.31555 1.51910 0.05382 -0.280 -0.110 -0.247 0.05
F 4.15424 -4.62361 3.29033 0.010 -0.499 3.259 0.13
S -0.57478 4.64308 2.85800 0.511 -0.331 -0.665 0.68
H 3.75265 3.82728 -0.36834 -0.033 0.098 -0.063 0.03
O -1.42689 1.38442 4.21965 -0.664 -0.794 0.632 -0.05
H -1.85203 -1.43613 -0.08887 0.216 -0.173 -0.361 0.07
O 4.44112 -0.98450 -2.59014 1.331 1.997 -0.703 -0.29
O 2.54876 0.28475 -5.16713 -2.034 0.099 -0.754 -0.39
C -5.78939 0.85450 0.08998 -1.564 3.122 -1.345 -0.20
H 0.08198 5.00547 0.57757 -0.509 0.084 -0.014 0.07
H -1.23440 -1.76574 4.23753 -0.203 -0.307 -0.006 0.09
O 1.12399 -4.22793 -1.77826 -3.330 -0.640 1.100 -0.23
O 2.30103 -1.90522 -4.16788 -2.646 1.739 -3.614 -0.34
H -1.20131 1.91390 3.45480 0.275 0.326 -0.517 -0.01
S 4.84893 0.27467 -1.98068 -2.278 -3.493 0.312 0.53
O 2.13474 -2.88192 1.98541 -0.875 -1.235 1.595 -0.38
H -0.96645 -4.68649 -3.58452 0.597 -0.509 0.210 0.06
F -0.49862 -1.98163 -6.28988 -0.558 0.466 0.038 0.09
F 6.54501 2.20529 -2.74883 1.257 0.643 -0.267 0.09
H -5.11386 1.44450 -0.52942 -0.457 0.358 -0.596 0.14
C -1.09229 -4.09613 -2.67692 -1.923 -0.219 -0.741 -0.11
H -2.10451 -4.29806 -2.32657 -0.963 -0.098 -0.180 0.03
C 0.27258 5.52858 1.51466 -0.022 -1.025 -0.068 -0.10
H -3.03621 3.29309 2.00019 -0.094 -0.018 0.161 0.11
O 2.00820 -1.26805 -1.48545 -0.501 0.119 -0.038 -0.05
O 3.69642 1.13750 -1.67783 -0.183 1.267 -0.611 -0.37
O -3.69962 -0.26366 2.42725 -0.068 -0.279 -0.565 0.18
H -0.92770 -4.18866 2.19363 0.160 -0.329 0.002 0.07
H 0.18941 1.26604 -1.34402 0.710 -0.570 -0.099 0.08
H 1.32611 5.29590 1.66966 0.060 0.196 0.411 0.08
C -4.52378 0.27786 1.77368 0.361 -0.393 1.141 -0.50
O -0.75408 -1.20438 3.62893 -0.295 -0.593 1.304 -0.03
C -2.99625 4.35787 1.77048 -1.782 -0.957 -0.602 -0.27
H -0.81609 -0.73072 -1.48952 0.082 -0.692 0.254 0.08
O -5.14675 1.42522 2.24196 -0.017 -1.122 -1.335 0.03
O -0.07815 5.19796 4.09916 -1.288 -0.339 -1.019 -0.28
H -6.11576 2.77371 1.11065 -0.298 -0.026 -0.280 0.11
H -2.12421 0.16180 -0.77628 -0.872 0.037 -0.583 0.05
O 3.13604 0.90409 1.58793 -0.267 -0.244 1.093 -0.06
C 0.28542 1.35385 -0.26181 -1.707 -0.527 0.227 -0.01
O 0.28441 -0.83363 0.92787 2.067 -0.908 2.812 -0.28
H 2.23000 0.78795 1.30188 -0.114 -0.496 -0.166 -0.02
O -0.43239 3.21876 2.60293 -0.227 1.752 0.042 -0.28
C -4.32592 5.09989 2.03072 -0.179 0.277 -0.897 -0.06
H -0.87543 1.72975 4.92170 0.235 0.066 0.089 0.06
H -0.30862 2.25702 -0.12220 -0.012 0.550 0.598 0.03
```
Forces are in eV/Å.

Computed properties:
Multiplicity   1
Maximum force   7.951 eV Å⁻¹
E_LUMO   0.1490 Eh
DFT total energy   -136500.978 eV
HOMO level   0.0878 hartree
Net charge   -3



Below is C11H9CaN3O8 as an isolated structure at a distorted geometry, with properties calculated with the ωB97M-V functional and the def2-TZVPD basis.

Geometry as XYZ:
```
32
Properties=species:S:1:pos:R:3:forces:R:3:lowdin_charge:R:1
O 0.01782 1.56619 -1.25109 -0.504 0.279 -0.484 -0.33
O 0.27715 -0.98986 3.78421 -0.056 -0.078 -0.766 -0.04
H 1.40183 -2.17437 -2.40711 0.062 0.631 -0.371 0.07
N 0.99139 -1.32761 -2.83972 -0.640 -1.102 -0.434 -0.15
C -0.81303 3.47782 1.83464 0.225 0.095 1.014 0.00
C -0.71581 3.13542 3.17579 -0.444 -0.035 -2.387 -0.36
H -0.69107 -1.10468 -4.27941 1.206 -1.104 0.944 0.13
Ca 0.16422 -0.53452 -0.73223 -1.353 0.323 1.882 1.42
C -0.73149 -3.18737 -3.30503 -0.705 0.438 1.734 -0.54
O 3.09169 1.74064 1.37661 -0.429 -2.228 -2.230 0.21
C -0.38517 1.79547 3.55495 0.173 0.519 -0.574 -0.01
N -0.47381 -3.36849 -1.97799 1.494 2.811 -1.330 -0.10
H -1.07676 3.77812 4.94792 0.111 0.403 -1.149 0.10
H 1.68455 -0.72641 -3.26295 0.145 -0.130 -0.120 0.07
H -0.60192 -4.58387 -0.30708 -0.087 0.127 -0.801 0.04
C -0.75302 -4.48416 -1.40224 -0.521 -2.301 2.030 -0.16
C -0.44646 2.63197 -0.63231 0.740 -0.747 2.499 -0.65
C -0.38919 0.87065 2.51150 -1.180 0.398 -0.760 -0.26
C 2.79236 0.94276 0.55683 -0.465 1.416 1.318 -0.35
O -1.00905 4.15787 4.03718 0.103 -0.213 2.389 -0.03
O 0.12001 -1.21920 1.52909 0.337 -0.030 0.458 -0.24
H -0.97457 4.53055 1.58952 -0.016 -0.368 -0.167 0.10
N -0.75514 1.17810 1.26870 1.576 -1.684 0.171 0.05
H -1.04177 -5.37123 -1.96082 -0.198 0.042 -0.059 0.03
C 0.01775 -0.56350 2.64075 0.273 -1.169 0.584 -0.63
O 2.44889 0.15426 -0.24926 1.102 0.878 1.028 0.07
H 0.60695 -2.27107 -4.70712 0.219 0.039 -0.508 0.08
O -1.59576 -3.89801 -3.88921 1.287 1.082 -1.078 -0.10
O -0.59488 3.73952 -1.12156 -0.253 1.096 -1.081 -0.04
C 0.05265 -1.88975 -3.86001 -1.790 -0.345 -0.379 -0.19
H 0.01690 1.54463 4.50453 0.166 -0.239 0.769 0.07
C -0.63525 2.45014 0.87291 -0.576 1.197 -2.142 -0.26
```
Forces are in eV/Å.

Computed properties:
Multiplicity   1
Maximum force   3.450 eV Å⁻¹
E_LUMO (alpha / beta)   0.1688 / 0.1721 Eh
DFT total energy   -50844.396 eV
HOMO level (alpha / beta)   -0.0077 / 0.0789 hartree
Net charge   -2



Below is C32H31BeN4Sb2Se as an isolated structure at a distorted geometry, with properties calculated with the ωB97M-V functional and the def2-TZVPD basis.

Geometry as XYZ:
```
71
Properties=species:S:1:pos:R:3:forces:R:3:lowdin_charge:R:1
H -2.79899 2.35494 -0.67773 -0.182 -0.116 0.070 0.08
C 4.83414 -4.71768 0.16998 0.003 -0.125 0.076 -0.08
C -1.57293 -3.19731 -0.01417 0.422 0.544 0.367 -0.12
H -2.07733 -2.32420 -3.77607 -0.204 -0.269 0.460 0.11
C 1.00919 -0.12529 -4.24983 -0.003 0.400 0.218 -0.08
H 2.33619 -1.83511 -4.60471 -0.679 0.480 0.431 0.12
C -5.89662 1.42782 0.37742 -0.020 0.779 -0.378 -0.07
N 0.59209 3.85134 0.53758 0.412 2.013 -0.225 0.00
H -2.03132 6.78717 0.26874 0.156 -0.214 0.227 0.11
H 0.90290 1.53876 -1.24641 -0.154 -0.432 -0.754 0.03
H -2.29901 -4.71593 -2.98366 0.102 0.010 0.188 0.11
H -0.86906 7.98146 0.34383 0.212 -0.064 0.015 0.11
H -1.72114 -2.01560 2.45319 0.569 0.246 0.095 0.05
H 3.10277 5.97910 -0.34695 0.036 -0.258 0.039 0.13
C -0.41107 4.77026 0.48629 1.520 -1.604 0.074 0.00
C 1.59223 -0.83415 2.56590 0.556 0.444 -1.485 -0.34
H 2.64071 3.51984 0.21014 -0.173 0.345 0.267 0.12
H 6.65605 -3.51849 -0.07162 -0.262 -0.287 0.202 0.11
C -0.89790 -1.27835 2.48730 -0.453 0.814 0.010 -0.35
C 4.92923 -2.29391 0.19285 0.001 -0.098 -0.207 -0.14
N 0.01263 2.50664 3.13439 0.162 0.102 -1.773 0.01
C 0.52623 -1.88000 2.53257 -1.334 -1.575 0.983 -0.40
H -3.88261 -0.97549 1.74599 -0.515 0.378 -0.017 0.10
C 5.57671 -3.53159 0.08107 -0.437 0.132 0.069 -0.08
H 2.96523 -2.08659 -2.28457 -0.836 0.500 -0.026 0.11
C 1.79063 -0.37087 -1.58872 -0.064 -0.530 0.552 -0.43
C 1.08334 0.74342 -1.99888 -0.421 0.403 0.315 -0.24
N -1.08965 7.01873 0.55794 0.398 0.137 -0.550 0.14
H 0.69851 0.02000 -5.27752 0.071 -0.199 0.009 0.11
C 3.53534 -2.21525 0.25798 0.143 -0.234 0.109 -0.45
C -3.21452 0.68009 0.59677 0.657 -0.995 0.254 -0.39
C -0.08030 6.10331 0.32878 -0.117 2.153 -0.220 -0.33
Se -0.42144 2.44189 6.02815 0.062 -0.072 -0.774 0.71
C 3.42593 -4.65014 0.25031 0.206 -0.373 0.110 -0.08
C -5.54275 0.32875 1.13610 0.160 -0.615 0.450 -0.07
H 2.81640 -5.57990 0.38032 0.667 0.948 -0.363 0.12
N 1.16273 6.56066 0.04708 -0.420 -1.630 0.064 0.17
C -4.20010 -0.06781 1.21662 -0.132 -0.206 0.202 -0.12
H 1.23310 0.14876 2.93911 0.346 -0.684 -0.077 0.01
C -3.57372 1.77341 -0.16677 0.823 0.763 -0.345 -0.18
H 5.36687 -5.69358 0.19112 -0.575 0.815 -0.098 0.12
C -1.80535 -1.59629 -1.77148 0.281 0.359 -0.424 -0.16
H -6.28819 -0.23151 1.70638 0.151 0.160 -0.348 0.11
C -2.08332 -3.92872 -2.26722 0.479 0.686 -0.757 -0.07
H -1.85631 -0.54815 -2.08619 0.185 -0.360 -0.168 0.08
Be 0.23691 2.61739 1.57088 -0.254 -1.060 1.204 0.31
C -0.17972 2.46522 4.30669 0.000 0.085 0.695 -0.90
H 5.52730 -1.37917 0.18352 -0.158 -0.273 0.036 0.09
C 1.85948 -1.15700 -3.86771 0.409 -0.353 -0.731 -0.08
Sb -1.15759 -0.05575 0.66431 -0.351 -0.311 1.129 1.47
H -5.18572 3.06573 -0.82753 0.301 -0.505 0.051 0.11
Sb 2.54622 -0.33018 0.46595 0.907 0.302 0.647 1.40
H -1.85933 -5.26373 -0.56601 -0.007 1.051 -0.438 0.12
H 0.65247 -2.62405 1.72614 0.019 0.550 0.190 0.06
C 2.22512 -1.29967 -2.54315 0.712 -0.349 0.704 -0.12
H 2.52376 -1.15544 3.08027 -0.532 0.321 -0.424 0.07
C 2.12756 5.60821 -0.05798 -1.169 1.620 0.436 -0.06
H -1.08179 -0.61810 3.35346 0.176 -0.335 -0.239 0.06
C -4.88811 2.15870 -0.28525 -1.358 0.199 0.298 -0.09
C -1.99498 -2.59987 -2.71876 -0.303 -0.166 0.482 -0.06
H -1.44470 4.47146 0.61433 0.124 -0.243 0.230 0.13
H 0.06881 1.72012 -3.65772 0.255 -0.529 0.298 0.11
C -1.53405 -1.85549 -0.42426 -0.293 -0.221 -1.114 -0.36
C 2.79086 -3.40184 0.21668 -0.392 -0.337 0.159 -0.15
H -6.94831 1.76640 0.29588 0.803 -0.353 0.125 0.12
H -1.40126 -3.46596 1.02909 0.020 -0.007 -0.332 0.09
C -1.82690 -4.20955 -0.93828 -0.371 -0.982 0.778 -0.09
H 0.56487 -2.55337 3.44403 0.010 0.859 -0.589 0.13
H 1.68314 -3.37454 0.16424 0.812 -0.011 0.104 0.09
C 1.88445 4.30661 0.27131 -1.131 -2.164 -0.125 -0.05
C 0.63599 0.83942 -3.31154 -0.034 0.542 -0.440 -0.10
```
Forces are in eV/Å.

Computed properties:
ΔE to the lowest compared entry with this formula, charge and spin   26.4 kJ/mol
Multiplicity   1
Maximum force   2.445 eV Å⁻¹
E_LUMO   -0.1664 Eh
DFT total energy   -118462.321 eV
HOMO level   -0.3776 hartree
Net charge   +1



Below is a 2-piece molecular cluster, C4H5BrCl2N2 overall at a distorted geometry, with properties calculated with the ωB97M-V functional and the def2-TZVPD basis.

Geometry as XYZ:
```
14
Properties=species:S:1:pos:R:3:forces:R:3:lowdin_charge:R:1
H 1.41118 -4.45493 0.94443 -0.570 1.497 -0.919 0.11
H -1.82542 -2.63520 -0.58474 0.374 -0.341 0.076 0.05
N -0.47745 2.30571 -0.84533 1.234 0.290 -0.154 -0.03
C -0.07381 -1.59587 0.16663 -1.440 1.114 -0.013 -0.25
H 0.24001 -0.63818 0.55346 0.175 0.284 -0.225 0.06
Cl 2.44366 -2.23294 -0.73214 -0.393 0.097 0.338 0.54
C -1.35158 -1.75753 -0.17795 1.217 -0.530 -0.194 -0.59
Cl 2.12283 2.23990 -1.35022 -1.699 -0.183 0.682 0.38
Br -2.57465 -0.37677 -0.13363 -0.722 0.789 0.192 0.74
H -0.54527 3.06608 -1.48246 0.676 0.687 -0.954 0.08
C 0.59139 1.67810 -0.42379 0.523 0.201 -0.524 -0.45
N 0.74676 -3.66519 0.75657 -0.351 -6.011 3.560 0.14
H -1.37464 2.13093 -0.46881 -0.647 -0.895 0.927 0.02
C 0.92004 -2.64094 0.19775 1.623 3.002 -2.791 -0.80
```
Forces are in eV/Å.

Computed properties:
ΔE to the lowest compared entry with this formula, charge and spin   11.4 kJ/mol
Multiplicity   1
Maximum force   6.995 eV Å⁻¹
E_LUMO   0.0152 Eh
DFT total energy   -102293.571 eV
HOMO level   -0.3418 hartree
Net charge   0